Entry 1:
C18H42FNO6Si | ωB97M-V with the def2-TZVPD basis set

Summary:
Kohn-Sham gap, eV: 9.048
Lowest unoccupied orbital energy, eV: 0.631
Structure (SMILES): CC(C)=N[SiH2]CCCF.COCCOCCOC.COCCOCCOC
HOMO level, eV: -8.4168
E, Eh: -1606.44481

CARTESIAN COORDINATES (ANGSTROEM)
1 C -0.335 4.134 -0.770
2 C -1.820 4.281 -0.562
3 C -2.617 2.999 -0.458
4 N -2.360 5.410 -0.404
5 Si -3.421 6.378 -1.305
6 C -5.045 6.689 -0.437
7 C -5.926 5.431 -0.364
8 C -7.420 5.682 -0.434
9 F -7.962 5.882 0.850
10 H -0.087 3.179 -1.231
11 H 0.030 4.972 -1.360
12 H 0.143 4.179 0.213
13 H -3.313 2.950 -1.301
14 H -1.999 2.103 -0.466
15 H -3.211 3.023 0.453
16 H -3.700 5.672 -2.589
17 H -2.788 7.680 -1.636
18 H -5.586 7.508 -0.920
19 H -4.781 7.013 0.575
20 H -5.725 4.889 0.563
21 H -5.687 4.742 -1.182
22 H -7.647 6.581 -1.015
23 H -7.956 4.842 -0.882
24 C 1.021 -4.200 -2.658
25 O 1.641 -2.945 -2.807
26 C 0.994 -2.114 -3.750
27 C 1.283 -0.657 -3.466
28 O 0.552 -0.133 -2.368
29 C 0.997 -0.503 -1.071
30 C 2.226 0.233 -0.594
31 O 3.407 -0.276 -1.183
32 C 4.447 0.670 -1.232
33 H 1.067 -4.788 -3.583
34 H 1.553 -4.732 -1.872
35 H -0.029 -4.092 -2.364
36 H -0.091 -2.275 -3.720
37 H 1.348 -2.354 -4.763
38 H 0.947 -0.081 -4.330
39 H 2.358 -0.504 -3.343
40 H 1.137 -1.581 -0.982
41 H 0.179 -0.216 -0.405
42 H 2.290 0.121 0.499
43 H 2.116 1.301 -0.824
44 H 4.143 1.568 -1.783
45 H 5.286 0.205 -1.746
46 H 4.771 0.972 -0.228
47 C 3.644 -6.573 2.065
48 O 3.316 -5.259 2.447
49 C 3.527 -4.320 1.412
50 C 2.697 -3.076 1.625
51 O 1.323 -3.232 1.308
52 C 0.501 -3.958 2.205
53 C 0.141 -3.203 3.464
54 O 1.225 -3.175 4.370
55 C 1.162 -2.092 5.266
56 H 4.711 -6.676 1.836
57 H 3.399 -7.225 2.902
58 H 3.068 -6.888 1.186
59 H 3.268 -4.761 0.440
60 H 4.586 -4.029 1.382
61 H 3.062 -2.327 0.917
62 H 2.834 -2.694 2.640
63 H 0.938 -4.928 2.455
64 H -0.428 -4.128 1.657
65 H -0.721 -3.700 3.932
66 H -0.160 -2.181 3.197
67 H 1.130 -1.134 4.732
68 H 2.059 -2.126 5.880
69 H 0.283 -2.154 5.919

Löwdin atomic charge list, values in e, 2 entries: -0.0342 -0.4685

=====

Entry 2:
C18H42O15 | ωB97M-V with the def2-TZVPD basis set

Summary:
Kohn-Sham gap, eV: 9.909
Lowest unoccupied orbital energy, eV: -0.224
Structure (SMILES): C[C@H]1COC(=O)O1.C[C@H]1COC(=O)O1.C[C@H]1COC(=O)O1.CO.CO.CO.CO.CO.CO
HOMO level, eV: -10.1322
E, Eh: -1839.41827

CARTESIAN COORDINATES (ANGSTROEM)
1 C 1.956 4.377 13.097
2 C 1.819 2.978 12.612
3 C 0.408 2.410 12.210
4 O 0.577 1.885 10.923
5 C 1.805 1.935 10.589
6 O 2.308 1.468 9.647
7 O 2.502 2.710 11.456
8 H 1.117 4.750 13.684
9 H 2.049 4.962 12.182
10 H 2.844 4.544 13.707
11 H 2.286 2.312 13.337
12 H -0.280 3.255 12.211
13 H 0.137 1.657 12.950
14 C 6.225 4.669 18.728
15 C 7.072 5.885 18.206
16 C 8.151 6.507 19.121
17 O 9.329 6.187 18.360
18 C 9.054 5.752 17.119
19 O 9.908 5.548 16.263
20 O 7.793 5.445 17.049
21 H 6.832 3.765 18.782
22 H 5.441 4.265 18.088
23 H 5.895 4.903 19.740
24 H 6.387 6.687 17.932
25 H 7.969 6.115 20.122
26 H 8.213 7.595 19.139
27 C -4.840 12.216 11.556
28 C -3.856 11.296 12.189
29 C -3.624 11.634 13.612
30 O -3.999 10.411 14.255
31 C -4.216 9.424 13.408
32 O -4.160 8.196 13.663
33 O -4.307 9.975 12.097
34 H -4.364 13.188 11.426
35 H -5.713 12.471 12.157
36 H -5.297 12.054 10.579
37 H -2.887 11.375 11.697
38 H -4.306 12.418 13.940
39 H -2.559 11.768 13.805
40 C -0.967 2.637 18.791
41 O -0.570 2.895 20.114
42 H -1.228 1.579 18.758
43 H -1.746 3.354 18.532
44 H -0.045 2.814 18.238
45 H -0.026 3.686 20.090
46 C -4.287 7.366 6.608
47 O -3.521 6.299 6.848
48 H -5.346 7.294 6.858
49 H -3.894 8.182 7.214
50 H -4.306 7.772 5.597
51 H -3.597 6.099 7.784
52 C 1.342 9.474 19.346
53 O 0.528 8.381 19.572
54 H 2.242 9.703 19.918
55 H 1.518 9.545 18.273
56 H 0.725 10.370 19.402
57 H -0.360 8.517 19.235
58 C 8.994 2.664 11.143
59 O 9.922 1.563 11.316
60 H 9.310 3.492 11.777
61 H 8.808 2.934 10.104
62 H 8.087 2.324 11.642
63 H 10.776 1.958 11.502
64 C 5.058 -1.815 16.597
65 O 5.529 -2.289 17.800
66 H 4.622 -0.878 16.943
67 H 5.665 -1.707 15.699
68 H 4.174 -2.438 16.459
69 H 5.091 -1.751 18.464
70 C 6.732 -3.453 7.842
71 O 6.408 -3.543 9.237
72 H 6.130 -2.860 7.153
73 H 7.738 -3.072 7.666
74 H 6.755 -4.524 7.642
75 H 6.640 -2.721 9.674

Löwdin atomic charge list, values in e, 2 entries: -0.0204 -0.3673

=====

Entry 3:
C18H43N4O8Zn | ωB97M-V with the def2-TZVPD basis set

Summary:
Net charge: +1
Kohn-Sham gap, eV: 7.337
Lowest unoccupied orbital energy, eV: -3.939
HOMO level, eV: -11.2762
E, Eh: -3311.62511

CARTESIAN COORDINATES (ANGSTROEM)
1 Zn 1.686 0.149 -1.006
2 C 0.132 2.362 1.857
3 C 0.777 1.570 0.821
4 O 1.267 0.446 1.051
5 O 0.973 2.010 -0.328
6 H 0.534 3.361 2.029
7 H 0.152 1.742 2.753
8 H -0.883 2.493 1.483
9 O 3.803 6.658 2.643
10 C 3.598 6.213 1.553
11 N 3.730 6.861 0.441
12 C 2.882 4.878 1.446
13 H 3.785 6.244 -0.356
14 H 4.277 7.697 0.585
15 H 2.352 4.853 0.494
16 H 2.305 4.634 2.338
17 H 3.602 4.062 1.389
18 O 0.056 -1.061 -0.867
19 C -0.612 -2.037 -0.501
20 N -1.400 -2.045 0.595
21 C -0.442 -3.321 -1.218
22 H -1.424 -1.222 1.180
23 H -2.103 -2.722 0.857
24 H -0.763 -3.182 -2.250
25 H -0.710 -4.179 -0.601
26 H 0.636 -3.423 -1.337
27 C -4.502 -3.400 1.016
28 O -3.715 -2.869 1.939
29 C -4.208 -1.740 2.670
30 C -3.397 -1.500 4.024
31 N -2.026 -0.959 3.833
32 C -0.984 -1.870 4.328
33 C 0.416 -1.431 3.978
34 O 1.435 -2.418 4.189
35 C 1.717 -2.933 5.517
36 H -5.399 -3.807 1.481
37 H -3.993 -4.243 0.547
38 H -5.016 -2.771 0.289
39 H -5.251 -1.933 2.921
40 H -4.156 -0.858 2.032
41 H -3.512 -2.467 4.514
42 H -4.024 -0.804 4.582
43 H -1.831 -0.117 4.354
44 H -1.112 -2.851 3.871
45 H -0.991 -1.924 5.417
46 H 0.625 -0.501 4.507
47 H 0.386 -1.147 2.927
48 H 0.771 -3.357 5.852
49 H 1.984 -2.150 6.227
50 H 2.548 -3.637 5.466
51 C -0.266 -2.185 -5.652
52 O 0.148 -2.261 -4.324
53 C 1.475 -1.953 -3.956
54 C 1.978 -0.603 -3.919
55 N 1.206 0.317 -2.973
56 C 1.609 1.733 -3.284
57 C 1.052 2.336 -4.581
58 O -0.349 2.208 -4.724
59 C -1.207 2.786 -3.761
60 H 0.568 -2.442 -6.306
61 H -0.520 -1.169 -5.954
62 H -1.135 -2.807 -5.870
63 H 2.122 -2.614 -4.533
64 H 1.538 -2.388 -2.958
65 H 2.040 -0.196 -4.929
66 H 3.014 -0.718 -3.600
67 H 0.278 0.284 -3.371
68 H 2.678 1.944 -3.296
69 H 1.194 2.405 -2.533
70 H 1.504 1.813 -5.423
71 H 1.371 3.354 -4.807
72 H -0.917 3.826 -3.613
73 H -1.243 2.276 -2.799
74 H -2.112 2.699 -4.362

Löwdin atomic charge list, values in e, 2 entries: 0.9843 0.0361

=====

Entry 4:
C18H44BO13P2S | ωB97M-V with the def2-TZVPD basis set

Summary:
Net charge: -1
Kohn-Sham gap, eV: 3.874
Lowest unoccupied orbital energy, eV: 0.993
HOMO level, eV: -2.8814
E, Eh: -2796.20677

CARTESIAN COORDINATES (ANGSTROEM)
1 O -2.263 1.673 -3.959
2 S -1.910 0.310 -3.552
3 O -0.498 0.081 -3.817
4 C -2.830 -0.870 -4.606
5 C -2.602 -2.266 -4.034
6 C -3.959 -3.062 -3.880
7 C -5.064 -2.308 -3.077
8 C -6.407 -2.404 -3.882
9 C -6.364 -1.461 -5.087
10 O -6.404 -0.110 -4.579
11 B -1.751 -3.140 -5.012
12 O -1.513 -2.845 -6.375
13 O -1.182 -4.339 -4.574
14 H -2.217 0.066 -2.233
15 H -2.416 -0.689 -5.610
16 H -3.876 -0.532 -4.608
17 H -4.359 -3.402 -4.858
18 H -3.702 -3.962 -3.296
19 H -4.807 -1.259 -2.885
20 H -5.265 -2.759 -2.095
21 H -7.289 -2.203 -3.261
22 H -6.430 -3.430 -4.282
23 H -5.478 -1.594 -5.720
24 H -7.265 -1.598 -5.711
25 H -5.879 0.428 -5.183
26 H -2.382 -2.662 -6.753
27 H -1.311 -4.408 -3.620
28 O 3.614 5.013 -1.819
29 P 2.421 4.322 -1.235
30 O 1.176 4.964 -2.062
31 C 1.010 4.579 -3.435
32 C 0.451 3.174 -3.563
33 O 2.280 5.160 0.179
34 C 3.385 5.873 0.720
35 C 3.301 7.343 0.360
36 O 1.461 3.130 -0.571
37 C 2.119 1.935 -0.108
38 C 3.019 2.204 1.086
39 H 1.965 4.666 -3.964
40 H 0.319 5.295 -3.880
41 H 1.175 2.434 -3.211
42 H 0.209 2.944 -4.598
43 H -0.445 3.056 -2.959
44 H 4.331 5.439 0.394
45 H 3.339 5.759 1.807
46 H 3.197 7.486 -0.715
47 H 4.189 7.878 0.703
48 H 2.422 7.794 0.826
49 H 2.688 1.492 -0.928
50 H 1.335 1.229 0.167
51 H 3.874 2.824 0.802
52 H 3.403 1.268 1.496
53 H 2.477 2.739 1.867
54 O 0.831 -3.196 4.035
55 P 1.769 -2.647 5.062
56 O 2.217 -3.983 5.894
57 C 3.090 -4.917 5.262
58 C 4.523 -4.413 5.216
59 O 0.688 -2.014 6.126
60 C -0.639 -1.685 5.715
61 C -1.602 -2.795 6.085
62 O 2.956 -1.721 5.782
63 C 3.375 -0.528 5.088
64 C 2.277 0.518 5.023
65 H 2.728 -5.146 4.255
66 H 3.044 -5.836 5.847
67 H 4.613 -3.549 4.553
68 H 5.194 -5.192 4.852
69 H 4.851 -4.095 6.206
70 H -0.678 -1.467 4.648
71 H -0.919 -0.768 6.239
72 H -1.271 -3.758 5.698
73 H -2.602 -2.586 5.700
74 H -1.662 -2.894 7.171
75 H 3.713 -0.793 4.083
76 H 4.233 -0.132 5.632
77 H 1.451 0.183 4.389
78 H 2.660 1.452 4.610
79 H 1.866 0.710 6.015

Löwdin atomic charge list, values in e, 2 entries: -0.4315 0.6721

=====

Entry 5:
C18H44F3GaN5O2S | ωB97M-V with the def2-TZVPD basis set

Summary:
Net charge: -1
Kohn-Sham gap, eV: 7.975
Lowest unoccupied orbital energy, eV: 2.664
HOMO level, eV: -5.3109
E, Eh: -3759.12012

CARTESIAN COORDINATES (ANGSTROEM)
1 C 0.944 0.485 1.278
2 C -0.279 -0.432 1.027
3 N 0.110 -1.751 0.498
4 Ga 0.402 -1.816 -1.391
5 N -1.261 -2.115 -2.274
6 C 1.593 -0.390 -2.163
7 C 1.049 0.627 -3.148
8 C -0.441 0.861 -3.233
9 N 1.798 1.323 -3.933
10 S 1.629 -3.879 -1.672
11 O 1.044 -4.980 -0.906
12 O 3.083 -3.725 -1.624
13 C 1.367 -4.395 -3.471
14 F 0.205 -5.057 -3.651
15 F 1.326 -3.273 -4.245
16 F 2.357 -5.179 -3.951
17 H 0.944 1.338 0.596
18 H 1.854 -0.107 1.155
19 H 0.923 0.880 2.302
20 H -1.010 0.100 0.393
21 H -0.788 -0.599 1.987
22 H -0.625 -2.409 0.738
23 H -1.739 -2.948 -1.952
24 H -1.198 -2.170 -3.282
25 H 2.067 0.173 -1.350
26 H 2.416 -0.914 -2.673
27 H -0.913 0.890 -2.247
28 H -0.907 0.038 -3.790
29 H -0.626 1.790 -3.782
30 H 2.771 1.037 -3.809
31 C -1.905 -3.579 4.827
32 C -3.120 -2.959 4.152
33 N -3.136 -3.160 2.716
34 C -4.113 -2.341 2.024
35 C -5.601 -2.603 2.296
36 C -3.018 -4.536 2.264
37 C -4.075 -5.547 2.730
38 H -0.983 -3.204 4.381
39 H -1.906 -3.324 5.888
40 H -1.903 -4.667 4.753
41 H -3.095 -1.879 4.318
42 H -4.032 -3.327 4.653
43 H -3.924 -2.432 0.951
44 H -3.893 -1.299 2.277
45 H -5.955 -3.508 1.803
46 H -6.194 -1.770 1.911
47 H -5.811 -2.691 3.363
48 H -2.035 -4.903 2.563
49 H -2.987 -4.516 1.172
50 H -4.303 -5.436 3.792
51 H -3.701 -6.562 2.580
52 H -5.008 -5.459 2.173
53 C 5.249 5.375 -1.498
54 C 3.854 4.788 -1.653
55 N 3.129 4.692 -0.398
56 C 1.922 3.887 -0.500
57 C 0.784 4.398 -1.388
58 C 3.010 5.924 0.357
59 C 2.343 7.128 -0.327
60 H 5.831 4.803 -0.775
61 H 5.766 5.346 -2.458
62 H 5.226 6.417 -1.173
63 H 3.943 3.772 -2.043
64 H 3.311 5.361 -2.422
65 H 1.536 3.725 0.510
66 H 2.224 2.901 -0.864
67 H 0.235 5.217 -0.919
68 H 0.076 3.590 -1.566
69 H 1.141 4.727 -2.363
70 H 4.013 6.224 0.674
71 H 2.474 5.688 1.280
72 H 2.689 7.250 -1.354
73 H 2.591 8.044 0.214
74 H 1.258 7.042 -0.346

Löwdin atomic charge list, values in e, 2 entries: -0.1075 -0.3771

=====

Entry 6:
C18H44F6N4O10S2 | ωB97M-V with the def2-TZVPD basis set

Summary:
Kohn-Sham gap, eV: 9.677
Lowest unoccupied orbital energy, eV: 0.454
HOMO level, eV: -9.2234
E, Eh: -3079.08115

CARTESIAN COORDINATES (ANGSTROEM)
1 O -1.199 0.776 -0.356
2 H -0.609 1.611 -0.279
3 H -2.134 0.965 0.002
4 H -0.676 -0.051 0.027
5 C -0.325 4.251 -2.691
6 F -0.576 5.330 -1.966
7 F -1.470 3.604 -2.899
8 F 0.142 4.638 -3.863
9 S 0.921 3.139 -1.754
10 O 0.795 1.858 -2.408
11 O 2.274 3.614 -1.864
12 N 0.269 3.020 -0.183
13 S 1.019 4.083 0.687
14 O 2.339 3.683 1.131
15 O 0.886 5.450 0.248
16 C -0.018 3.936 2.277
17 F 0.219 2.750 2.826
18 F 0.415 4.889 3.099
19 F -1.327 4.089 2.102
20 C -1.617 -2.644 -0.086
21 C -0.106 -2.451 -0.244
22 C 0.375 -2.283 -1.677
23 O 0.256 -3.550 -2.296
24 C 1.006 -3.668 -3.479
25 N 0.297 -1.239 0.515
26 H -1.827 -3.692 -0.310
27 H -2.157 -1.967 -0.743
28 H -1.849 -2.510 0.972
29 H 0.484 -3.224 0.258
30 H 1.442 -2.013 -1.671
31 H -0.079 -1.454 -2.233
32 H 0.657 -2.955 -4.235
33 H 0.868 -4.651 -3.926
34 H 2.069 -3.519 -3.263
35 H 1.321 -1.124 0.384
36 H 0.294 -1.435 1.513
37 C -2.870 -0.442 -3.723
38 O -3.034 -0.117 -2.350
39 C -4.355 0.288 -2.057
40 C -4.586 0.310 -0.554
41 N -3.879 1.417 0.089
42 C -4.169 1.532 1.525
43 C -3.739 0.387 2.423
44 O -2.329 0.263 2.443
45 C -1.875 -0.258 3.684
46 H -3.498 -1.293 -3.989
47 H -1.829 -0.760 -3.793
48 H -2.978 0.410 -4.397
49 H -5.068 -0.446 -2.453
50 H -4.539 1.260 -2.526
51 H -4.324 -0.660 -0.133
52 H -5.668 0.407 -0.394
53 H -4.168 2.321 -0.266
54 H -5.253 1.616 1.709
55 H -3.747 2.453 1.924
56 H -4.096 -0.568 2.015
57 H -4.188 0.526 3.408
58 H -0.817 -0.482 3.617
59 H -2.422 -1.177 3.931
60 H -2.104 0.432 4.500
61 C 1.494 -3.504 3.811
62 O 1.735 -2.459 2.885
63 C 3.041 -1.935 3.057
64 C 3.333 -0.692 2.253
65 N 3.180 -0.856 0.808
66 C 3.225 0.461 0.162
67 C 3.802 0.373 -1.242
68 O 5.104 -0.179 -1.141
69 C 5.645 -0.463 -2.436
70 H 0.477 -3.861 3.687
71 H 1.634 -3.139 4.835
72 H 2.237 -4.296 3.684
73 H 3.853 -2.670 2.982
74 H 3.079 -1.653 4.121
75 H 4.337 -0.314 2.471
76 H 2.636 0.078 2.600
77 H 3.996 -1.313 0.404
78 H 3.857 1.213 0.643
79 H 2.220 0.875 0.057
80 H 3.863 1.387 -1.657
81 H 3.190 -0.144 -1.994
82 H 6.627 -0.916 -2.351
83 H 5.615 0.503 -2.947
84 H 4.978 -1.169 -2.944

Löwdin atomic charge list, values in e, 2 entries: 0.0820 0.0575